Entry 1:
# C10H20O5SbSe4Ti

A structure of composition C10H20O5SbSe4Ti (ωB97M-V/def2-TZVPD, the Open Molecules 2025 dataset).

Summary:
HOMO in eV: -10.3811
E_tot in eV: -311965.86264
Charge: +1

XYZ file:
```
41
C10H20O5SbSe4Ti, DFT ωB97M-V/def2-TZVPD
Ti 1.011 -0.782 -0.533
C -2.048 -1.441 -1.138
C -1.372 -1.003 -2.427
O -0.322 -0.071 -2.117
C -0.560 1.292 -2.514
C -1.614 1.951 -1.643
O -1.363 1.764 -0.266
C -0.650 2.795 0.396
C 0.850 2.628 0.253
O 1.240 1.310 0.647
C 1.671 1.155 2.001
C 0.966 -0.045 2.603
O 0.666 -0.995 1.565
C -0.241 -2.014 2.033
C -1.206 -2.369 0.904
O -1.069 -1.355 -0.097
H -2.388 -2.472 -1.243
H -2.892 -0.808 -0.860
H -2.081 -0.544 -3.115
H -0.895 -1.847 -2.921
H -0.862 1.305 -3.564
H 0.406 1.784 -2.431
H -2.595 1.512 -1.842
H -1.672 3.011 -1.911
H -0.937 2.729 1.447
H -0.949 3.783 0.028
H 1.384 3.368 0.851
H 1.177 2.747 -0.779
H 2.751 1.024 2.004
H 1.428 2.042 2.586
H 0.013 0.260 3.041
H 1.585 -0.527 3.362
H -0.788 -1.603 2.880
H 0.345 -2.876 2.354
H -2.236 -2.378 1.263
H -0.957 -3.333 0.458
Se 3.152 -3.357 2.208
Sb 3.583 -3.301 -0.099
Se 1.219 -2.988 -1.312
Se 2.723 0.244 -2.027
Se 3.526 -0.598 -0.044
```

Entry 2:
# C5H36N2O11S

A cluster of 12 separate species, C5H36N2O11S in total (ωB97M-V/def2-TZVPD, the Open Molecules 2025 dataset).

Summary:
HOMO in eV: -8.8927
ΔE to the lowest compared entry with this formula, charge and spin in kcal/mol: 92.6
E_tot in eV: -42104.84076
SMILES string: CNC[C@@H](CS)NC.O.O.O.O.O.O.O.O.O.O.O

XYZ file:
```
55
C5H36N2O11S, DFT ωB97M-V/def2-TZVPD
C 3.663 -1.513 1.976
N 2.947 -0.231 1.985
C 2.583 0.104 0.573
C 3.423 1.283 -0.060
S 3.675 1.271 -1.826
C 1.020 0.469 0.510
N 0.043 -0.521 0.032
C 0.336 -1.839 0.691
H 3.126 -2.413 1.650
H 3.819 -1.894 3.031
H 4.591 -1.602 1.432
H 3.412 0.419 2.561
H 2.625 -0.746 -0.138
H 4.435 1.382 0.383
H 2.914 2.250 0.108
H 2.736 0.281 -2.181
H 0.807 1.447 0.019
H 0.562 0.751 1.465
H 0.038 -0.830 -0.959
H 1.268 -1.804 1.334
H -0.545 -2.085 1.380
H 0.530 -2.674 -0.001
H 1.447 0.061 4.613
H 1.403 0.287 3.129
O 0.866 0.413 3.927
H -1.466 -0.968 -3.787
H -1.944 -2.435 -3.592
O -1.125 -1.936 -3.821
H -3.864 -1.480 1.384
H -5.195 -1.082 1.499
O -4.353 -0.654 1.217
H -4.471 -1.212 -0.868
H -3.094 -0.820 -1.500
O -4.027 -0.906 -1.658
H -2.719 3.495 -2.689
H -3.106 2.447 -1.480
O -2.930 2.604 -2.445
H -3.850 0.753 -0.042
H -2.597 1.531 -0.122
O -3.548 1.700 -0.116
H 0.384 -1.361 -2.899
H 0.951 0.078 -2.818
O 1.130 -0.822 -2.540
H -0.903 1.218 -4.285
H -2.106 1.043 -3.015
O -1.427 0.677 -3.689
H -4.012 2.581 3.225
H -3.705 1.718 1.973
O -4.302 1.845 2.701
H 0.392 2.073 3.209
H 1.204 2.518 2.205
O 0.419 2.901 2.632
H 3.608 -2.562 -1.570
H 2.145 -2.273 -1.502
O 2.787 -2.936 -1.242
```

Entry 3:
# C5H11N2PS

A cluster of 2 separate species, C5H11N2PS in total (ωB97M-V/def2-TZVPD, the Open Molecules 2025 dataset).

Summary:
HOMO (spin up / spin down) in eV: -7.8284 / -8.4606
ΔE to the lowest compared entry with this formula, charge and spin in kcal/mol: 109.1
E_tot in eV: -28462.12659

XYZ file:
```
20
C5H11N2PS, DFT ωB97M-V/def2-TZVPD
C 0.953 -2.531 -0.038
C -0.113 -2.001 0.756
C -0.516 1.814 1.343
C 0.193 2.809 0.577
C -1.454 -0.306 -2.112
N 1.064 -1.166 0.711
N 0.659 1.430 0.940
P 1.094 0.185 -0.229
S 2.924 0.304 -0.882
H 1.634 -3.263 0.319
H 0.936 -2.426 -1.048
H -0.910 -1.469 0.311
H -0.484 -2.447 1.664
H -0.667 2.023 2.459
H -1.377 1.294 0.899
H -0.214 3.208 -0.383
H 0.779 3.506 1.165
H -2.077 -0.784 -1.428
H -1.621 0.751 -2.299
H -0.803 -0.931 -2.726
```

Entry 4:
# F12InN2O6P2

A structure of composition F12InN2O6P2 (ωB97M-V/def2-TZVPD, the Open Molecules 2025 dataset).

Summary:
HOMO in eV: -8.6601
ΔE to the lowest compared entry with this formula, charge and spin in kcal/mol: 46.5
E_tot in eV: -71625.79927
Charge: -1

XYZ file:
```
23
F12InN2O6P2, DFT ωB97M-V/def2-TZVPD
In -0.067 1.308 -1.112
N -3.058 -1.090 -0.038
O -2.462 -1.436 0.942
O -4.131 -1.515 -0.412
O -2.535 -0.242 -0.763
N -2.904 3.281 1.129
O -1.844 2.690 0.842
O -2.960 4.245 1.930
O -3.960 2.852 0.623
P 1.385 0.343 2.218
F 1.427 1.816 1.613
F 0.899 0.660 3.752
F -0.073 0.321 1.602
F 1.324 -1.203 2.674
F 2.134 0.045 0.772
F 2.967 0.498 2.667
P 1.949 -1.795 -2.640
F 0.525 -1.351 -2.119
F 2.402 -1.996 -1.054
F 1.458 -3.383 -2.538
F 3.467 -2.119 -3.101
F 1.703 -1.732 -4.219
F 2.355 -0.196 -2.768
```

Max |F| / eV/Å: 0.361 3.651 7.794 4.646